(w)
13
Properties=species:S:1:pos:R:3 method="wB97M-V/def2-TZVPD" smiles="C1=[N+]=C2C[C@@]23C[C@@H]13" total_charge=+1 multiplicity=1 e_homo_ha="-0.50957 / -0.50953"
C -0.991 0.756 -1.320
N -0.039 1.756 -1.209
C 0.957 1.230 -0.629
C 1.845 0.220 -0.096
C 0.463 -0.283 0.234
C -0.543 -0.078 1.200
C -0.866 -0.407 -0.444
H -1.713 0.881 -2.131
H 2.542 -0.395 -0.742
H 2.315 0.450 0.890
H -0.862 0.826 1.541
H -0.935 -0.901 1.679
H -1.310 -1.334 -0.851

(x)
13
Properties=species:S:1:pos:R:3 method="wB97M-V/def2-TZVPD" smiles="C#C/C=C1C=[N+]/1C" total_charge=+1 multiplicity=1 e_homo_ha=-0.50054
C 2.667 -0.946 -0.174
C 1.928 -0.042 0.018
C 1.311 1.180 -0.078
C 0.010 1.206 0.002
C -1.378 1.468 0.107
N -1.156 0.211 -0.010
C -1.562 -1.197 0.106
H 3.158 -1.839 0.036
H 1.818 2.118 -0.275
H -2.115 2.129 0.107
H -0.583 -1.583 0.324
H -1.751 -1.504 -0.913
H -2.348 -1.200 0.750

(y)
13
Properties=species:S:1:pos:R:3 method="wB97M-V/def2-TZVPD" smiles="C[N+]1=C=C2C=C2C1" total_charge=+1 multiplicity=1 e_homo_ha=-0.51419
C -1.994 0.657 0.058
N -0.545 0.432 0.003
C 0.246 1.442 -0.013
C 1.742 0.677 -0.036
C 2.706 -0.311 0.096
C 1.385 -0.721 -0.029
C -0.009 -1.015 -0.005
H -1.997 1.691 -0.115
H -2.341 0.061 -0.816
H -2.296 0.437 1.091
H 3.746 -0.492 -0.045
H -0.247 -1.313 -0.924
H -0.396 -1.545 0.736

The structure with the greatest stability is (x).

(w)
10
Properties=species:S:1:pos:R:3 method="wB97M-V/def2-TZVPD" total_charge=0 multiplicity=1 e_homo_ha="-0.41915 / -0.41917"
C -0.226 0.433 -0.218
C 0.826 0.467 0.621
C 0.368 -0.570 -1.081
C 1.647 -0.467 -0.253
F 0.745 0.061 -2.840
F 2.055 -1.630 0.317
F 2.731 0.066 -0.828
H -1.184 0.915 -0.243
H 1.042 0.900 1.577
H -0.066 -1.488 -1.440

(x)
10
Properties=species:S:1:pos:R:3 method="wB97M-V/def2-TZVPD" total_charge=0 multiplicity=1 e_homo_ha="-0.37070 / -0.30171"
C -0.311 -0.227 -0.894
C -1.484 -0.707 -0.512
C 0.832 0.054 0.047
C 0.315 0.574 1.316
F 0.007 -0.062 -2.233
F -2.483 -0.953 -1.350
F 0.542 -0.079 2.441
H 1.435 -0.843 0.214
H 1.464 0.803 -0.447
H -0.316 1.441 1.419

(y)
10
Properties=species:S:1:pos:R:3 method="wB97M-V/def2-TZVPD" smiles="F/C=C/C=C(F)F" total_charge=0 multiplicity=1 e_homo_ha=-0.32759
F -2.859 -0.538 -0.165
C -1.581 -0.526 0.072
C -0.781 0.577 -0.136
C 0.668 0.694 0.246
C 1.663 -0.247 -0.089
F 1.303 -1.573 -0.031
F 3.044 -0.104 -0.155
H -1.160 -1.453 0.538
H -1.339 1.454 -0.309
H 1.043 1.716 0.029

The structure with the greatest stability is (y).

(w)
11
Properties=species:S:1:pos:R:3 method="wB97M-V/def2-TZVPD" smiles="O=Cc1nc(O)co1" total_charge=0 multiplicity=1 e_homo_ha=-0.34330
O 1.937 -2.194 -1.395
C 1.235 -1.088 -1.488
C 0.167 -0.398 -0.527
N 0.102 0.935 -0.226
C -0.703 1.139 0.795
O -1.124 2.363 1.072
C -1.163 -0.083 1.163
O -0.463 -0.956 0.498
H 1.795 -0.293 -2.193
H -0.762 3.222 0.837
H -1.765 -0.593 1.880

(x)
11
Properties=species:S:1:pos:R:3 method="wB97M-V/def2-TZVPD" smiles="O=c1ccnc(O)o1" total_charge=0 multiplicity=1 e_homo_ha=-0.35049
O 2.270 -1.493 -0.002
C 1.338 -0.766 0.000
C 1.315 0.704 -0.011
C 0.106 1.283 -0.010
N -1.118 0.694 0.007
C -1.078 -0.613 0.005
O -2.152 -1.331 -0.008
O 0.057 -1.360 -0.020
H 2.224 1.274 0.089
H -0.033 2.353 -0.089
H -2.928 -0.744 0.039

(y)
11
Properties=species:S:1:pos:R:3 method="wB97M-V/def2-TZVPD" total_charge=0 multiplicity=1 e_homo_ha=-0.40118
C -0.472 0.329 -0.258
C 0.479 -0.296 0.662
C -1.290 -0.984 0.001
C 1.821 -0.463 0.127
H -0.603 2.910 -0.965
H 0.064 0.663 -1.231
H 0.515 0.327 1.635
N 2.737 -0.799 -0.529
O -0.945 1.466 0.331
O -0.092 -1.603 0.655
O -2.214 -1.551 -0.427

The structure with the greatest stability is (x).

(w)
17
Properties=species:S:1:pos:R:3 method="wB97M-V/def2-TZVPD" total_charge=0 multiplicity=1 e_homo_ha=-0.34599
C -0.348 2.734 -0.520
C 0.112 1.996 -1.606
C -0.191 -0.531 0.761
C -0.635 -1.569 -0.177
C 1.202 -0.877 1.311
N -0.518 1.950 0.469
N -0.109 0.715 -0.007
N 0.310 0.722 -1.288
O -1.552 -3.871 -0.735
S -0.843 -3.121 0.312
H -0.797 3.679 -0.581
H 0.427 2.605 -2.574
H -0.824 -0.338 1.586
H -0.854 -1.189 -1.164
H 1.668 -0.189 2.059
H 1.157 -1.949 1.742
H 1.792 -0.766 0.412

(x)
17
Properties=species:S:1:pos:R:3 method="wB97M-V/def2-TZVPD" total_charge=0 multiplicity=1 e_homo_ha="-0.29658 / -0.29368"
C -2.397 0.001 0.425
C 1.029 2.312 -0.329
C 0.949 0.995 -0.360
C 1.789 -0.097 0.121
C -2.036 -1.424 0.925
N -1.790 0.428 -0.583
N -0.771 -0.384 -1.053
N 2.574 -0.670 -0.838
O 1.808 -0.299 1.300
S -0.788 -1.870 -0.328
H -3.260 0.663 0.882
H 0.366 3.180 -0.766
H 1.960 2.713 0.131
H -1.626 -1.320 1.919
H -2.950 -2.054 0.970
H 2.211 -0.647 -1.789
H 2.932 -1.528 -0.626

The structure with the greatest stability is (w).

(w)
20
Properties=species:S:1:pos:R:3 method="wB97M-V/def2-TZVPD" smiles="NC(=O)N[C@]1(N=O)CC12CC2" total_charge=0 multiplicity=1 e_homo_ha=-0.33872
N 1.839 -2.279 -1.149
C 1.564 -1.198 -0.222
O 1.675 -1.334 0.973
N 1.268 -0.056 -0.997
C 0.485 1.037 -0.605
N 0.082 1.921 -1.588
O 0.483 1.596 -2.734
C 0.482 1.630 0.864
C -0.676 0.927 0.368
C -2.119 0.963 0.188
C -1.419 -0.254 0.653
H 2.324 -2.193 -2.000
H 2.120 -3.128 -0.590
H 1.401 -0.267 -2.031
H 0.426 2.752 0.864
H 1.069 1.266 1.815
H -2.446 0.996 -0.798
H -2.577 1.627 0.899
H -1.659 -0.436 1.686
H -1.421 -1.094 -0.087

(x)
20
Properties=species:S:1:pos:R:3 method="wB97M-V/def2-TZVPD" total_charge=0 multiplicity=1 e_homo_ha="-0.27636 / -0.27637"
N 0.483 -1.479 -0.236
C -0.571 -0.908 -0.898
N -1.295 -1.684 -1.802
C -1.078 0.307 -0.501
C -0.492 1.526 -0.053
C 0.672 1.768 0.663
C 1.438 1.171 1.712
C 1.281 0.300 2.705
N 2.499 -0.064 3.302
O 3.587 0.404 2.924
O 2.554 -1.019 4.062
H 0.613 -2.426 -0.417
H 0.782 -1.132 0.692
H -2.144 -1.341 -2.218
H -0.933 -2.604 -2.057
H -1.969 0.465 -1.149
H -1.051 2.285 -0.427
H 1.037 2.776 0.414
H 2.512 1.489 1.712
H 0.392 -0.042 3.224

The structure with the greatest stability is (w).

(w)
16
Properties=species:S:1:pos:R:3 method="wB97M-V/def2-TZVPD" smiles=CCNCC[S-] total_charge=-1 multiplicity=1 e_homo_ha=-0.07985
C 1.662 -2.090 2.375
C 0.408 -1.703 1.666
N 0.812 -0.650 0.565
C -0.332 -0.093 -0.197
C -0.195 1.301 -0.642
S -1.296 1.747 -2.079
H 2.568 -1.677 1.789
H 1.762 -3.239 2.549
H 1.563 -1.597 3.233
H 0.092 -2.542 1.000
H -0.435 -1.369 2.398
H 1.527 0.044 0.702
H -0.405 -0.795 -1.078
H -1.275 -0.273 0.429
H -0.398 2.000 0.076
H 0.792 1.552 -1.002

(x)
16
Properties=species:S:1:pos:R:3 method="wB97M-V/def2-TZVPD" total_charge=-1 multiplicity=1 e_homo_ha=-0.08670
C -2.144 1.465 -0.059
C -0.829 2.072 0.419
S 0.297 0.843 1.137
H -2.652 0.989 0.780
H -1.943 0.706 -0.819
H -2.814 2.231 -0.479
H -1.042 2.845 1.172
H -0.329 2.581 -0.414
C 1.506 -0.944 -1.341
C 0.341 -2.481 -0.054
N 0.799 -2.224 -1.203
H 2.382 -1.133 -1.978
H 1.823 -0.521 -0.385
H 0.871 -0.227 -1.861
H -0.211 -3.411 0.089
H 0.443 -1.813 0.805

The structure with the greatest stability is (x).

(w)
16
Properties=species:S:1:pos:R:3 method="wB97M-V/def2-TZVPD" total_charge=-1 multiplicity=1 e_homo_ha=-0.09375
C 0.591 -1.593 -0.390
C 1.339 -0.283 -0.627
S 0.329 0.935 -1.536
N 0.216 -2.289 -1.627
H -0.331 -1.377 0.151
H 1.217 -2.271 0.203
H 2.272 -0.514 -1.154
H 1.634 0.130 0.346
H 1.065 -2.450 -2.161
H -0.306 -1.599 -2.168
C -0.749 2.016 1.756
C -1.946 1.812 1.235
H 0.126 1.886 1.124
H -0.626 2.202 2.818
H -1.991 1.547 0.187
H -2.842 1.848 1.844

(x)
16
Properties=species:S:1:pos:R:3 method="wB97M-V/def2-TZVPD" smiles=CN[C@H](C)C[S-] total_charge=-1 multiplicity=1 e_homo_ha=-0.08481
C 2.014 0.296 0.237
N 0.829 -0.437 0.734
C -0.336 -0.266 -0.187
C -0.665 1.248 -0.327
C -1.545 -1.077 0.224
S -2.486 -1.761 -1.224
H 1.974 1.249 0.767
H 1.968 0.479 -0.834
H 2.937 -0.202 0.525
H 1.008 -1.436 0.624
H 0.001 -0.539 -1.205
H -0.052 1.757 -1.074
H -1.704 1.323 -0.646
H -0.513 1.753 0.629
H -2.268 -0.540 0.844
H -1.162 -1.846 0.915

The structure with the greatest stability is (x).

(w)
14
Properties=species:S:1:pos:R:3 method="wB97M-V/def2-TZVPD" smiles="OCC1=CSC=CS1" total_charge=0 multiplicity=1 e_homo_ha=-0.32274
O 2.860 -0.064 -0.774
C 1.925 -0.678 0.198
C 0.433 -0.447 -0.161
C -0.542 -1.298 -0.081
S -2.237 -0.928 -0.810
C -2.467 0.620 -0.096
C -1.455 1.580 0.186
S 0.075 1.237 -0.791
H 2.509 1.052 -0.991
H 2.139 -0.052 1.109
H 2.284 -1.736 0.246
H -0.531 -2.388 0.367
H -3.322 0.661 0.629
H -1.671 2.439 0.971

(x)
14
Properties=species:S:1:pos:R:3 method="wB97M-V/def2-TZVPD" smiles="C=CC(=S)C(=O)SC" total_charge=0 multiplicity=1 e_homo_ha=-0.32539
C 3.281 0.272 0.143
C 1.959 0.644 -0.099
C 1.012 -0.520 -0.076
S 1.331 -2.078 -0.063
C -0.448 0.078 -0.004
O -0.629 1.263 -0.104
S -1.682 -1.141 -0.048
C -3.304 -0.194 0.065
H 3.494 -0.871 0.235
H 4.077 1.018 0.023
H 1.647 1.672 -0.338
H -3.382 0.249 1.084
H -4.018 -1.094 -0.127
H -3.339 0.701 -0.691

The structure with the greatest stability is (x).